This record from the OMol25 dataset describes 8 unconnected molecules or ions with the total composition C68H73F16I2N2O5P at a distorted geometry. The level of theory is wB97M-V/def2-TZVPD.

Last column: Mulliken charge in e.
CARTESIAN COORDINATES (ANGSTROEM)
C  -1.06634  2.27059  3.04247  0.1351
C  -1.21086  1.59597  2.05799  -2.4459
C  -1.44945  0.59489  0.92704  3.2064
C  -2.86995  0.96328  0.35699  -2.0805
C  -3.81473  1.75151  1.26702  -0.6129
C  -5.22891  1.73261  0.59990  -0.1125
C  -6.14515  2.77815  1.27420  -1.1765
C  -6.72132  3.82386  0.30863  -0.6349
C  -5.65801  4.58226  -0.51492  -0.2993
C  -5.30423  5.98756  0.02676  -1.2005
C  -0.50060  1.00897  -0.22207  -2.3747
O  0.84837  0.57405  -0.11042  0.2349
C  1.56763  0.58042  -1.32127  0.7473
C  3.04994  0.61149  -0.88232  0.8654
C  3.93973  1.61363  -1.62732  -0.9689
C  5.16228  2.03934  -0.78352  -1.2042
I  6.80260  0.69955  -1.10172  0.0241
O  1.18161  1.75384  -2.06231  -0.4168
C  1.35906  1.68069  -3.34932  0.6963
N  1.65377  1.73087  -4.46190  -0.5495
P  1.41013  -1.05353  -2.29041  0.3410
O  1.28991  -2.21086  -1.11997  -0.3749
I  -0.79643  -1.17758  -3.33489  -0.1369
N  -1.40215  -0.74089  1.41283  1.1249
C  -0.22711  -1.48911  1.76893  -0.8466
C  0.56454  -1.03435  3.01242  -0.4759
C  2.07326  -1.31323  2.91996  1.0096
F  2.57605  -1.21807  1.66785  -0.2011
F  2.27674  -2.59444  3.32530  -0.3959
C  2.91434  -0.39957  3.85134  0.4587
F  4.14965  -0.92662  3.91777  -0.3178
F  2.36778  -0.45187  5.07659  -0.3140
C  3.06658  1.07141  3.34380  0.3873
F  4.27451  1.17773  2.76000  -0.3283
F  2.15390  1.40185  2.42942  -0.0885
C  3.02306  2.14972  4.46804  0.6946
F  1.77366  2.51580  4.71928  -0.2101
F  3.65000  1.78560  5.57255  -0.2060
F  3.65519  3.23819  3.99868  -0.3041
O  -2.61930  -1.32432  1.72639  -0.4767
C  -3.00213  -2.26851  0.72227  -0.2562
C  -4.49217  -2.56846  0.84679  -0.6979
O  -5.08300  -2.51124  -0.43172  -0.2803
C  -6.49277  -2.40761  -0.36621  -0.2181
C  -7.01833  -1.87633  -1.70244  -1.2545
H  -1.16644  2.74393  3.99136  0.7196
H  -2.74470  1.58236  -0.53689  0.6279
H  -3.39291  0.06946  0.01931  0.4195
H  -3.94340  1.30567  2.25228  0.4233
H  -3.55259  2.80718  1.32174  0.4101
H  -5.61248  0.71401  0.70567  -0.2066
H  -5.09435  1.93877  -0.46510  0.4473
H  -6.96772  2.25204  1.76603  0.4529
H  -5.58323  3.30125  2.05295  0.4065
H  -7.49548  3.38692  -0.32632  0.3239
H  -7.23658  4.56746  0.92120  0.3947
H  -6.06641  4.72272  -1.51779  0.3417
H  -4.73275  4.01126  -0.60980  0.3060
H  -5.23905  6.69830  -0.80042  0.3457
H  -4.33076  5.99919  0.52337  0.4034
H  -6.04806  6.37194  0.71349  0.1464
H  -0.95206  0.69515  -1.16674  0.3898
H  -0.51088  2.10294  -0.22109  0.2627
H  3.09128  0.81220  0.18515  -1.0874
H  3.49733  -0.38324  -1.00505  0.4509
H  3.44032  2.52730  -1.94886  0.4565
H  4.32864  1.12540  -2.52304  0.4289
H  5.47892  3.01827  -1.13734  0.5186
H  4.91732  2.14595  0.27066  0.3363
H  2.14952  -2.32533  -0.68975  0.3101
H  0.40825  -1.63952  0.89738  -0.1322
H  -0.57088  -2.50026  1.99701  0.5771
H  0.42844  0.00679  3.29995  -0.1803
H  0.24889  -1.62572  3.87307  0.5160
H  -2.43429  -3.19461  0.88091  0.4941
H  -2.72364  -1.91767  -0.27466  0.2012
H  -4.92319  -1.83090  1.53716  0.2892
H  -4.62700  -3.57483  1.25965  0.3766
H  -6.97252  -3.36340  -0.12869  0.3310
H  -6.74480  -1.66192  0.39939  0.2799
H  -7.02112  -2.67035  -2.44787  0.3406
H  -8.03181  -1.49626  -1.57145  0.3746
H  -6.37915  -1.04653  -2.00365  0.2768
F  -0.16980  4.33163  8.68446  -0.3210
C  0.90650  4.99708  8.22088  0.2255
C  1.71796  4.38695  7.28503  -0.3164
C  2.82279  5.07676  6.80677  -0.0143
C  3.10501  6.35306  7.27520  -0.7238
C  2.27772  6.94538  8.21922  -0.3283
C  1.16511  6.26727  8.69543  -0.5010
H  1.48197  3.39002  6.94300  0.5134
H  3.46582  4.61901  6.06926  0.2113
H  3.97048  6.88568  6.90357  0.4077
H  2.49871  7.93824  8.58726  0.3639
H  0.50329  6.71321  9.42582  0.4307
F  3.49282  -3.46087  -2.74995  -0.2725
C  3.61475  -4.79243  -2.54677  0.2456
C  4.72102  -5.43594  -3.05846  -0.5000
C  4.85769  -6.80180  -2.85973  -0.6282
C  3.88495  -7.50335  -2.15768  -0.4055
C  2.77552  -6.83444  -1.65510  -0.6420
C  2.63461  -5.46582  -1.84584  -0.2795
H  5.46060  -4.86949  -3.60975  0.4895
H  5.72194  -7.31878  -3.25456  0.4002
H  3.99037  -8.56689  -2.00572  0.5737
H  2.01384  -7.38040  -1.11426  0.3811
H  1.77951  -4.92583  -1.45962  0.5936
F  5.39794  -6.18754  -7.18517  -0.3227
C  4.92526  -4.94155  -7.39591  0.2318
C  5.54568  -4.13765  -8.33150  -0.4939
C  5.05280  -2.85806  -8.54684  -0.3902
C  3.95985  -2.39847  -7.82350  -0.3993
C  3.35421  -3.22175  -6.88434  -0.4081
C  3.83535  -4.50585  -6.66989  -0.3793
H  6.40009  -4.51213  -8.87963  0.4198
H  5.52397  -2.21869  -9.28140  0.3714
H  3.58001  -1.39938  -7.99170  0.3595
H  2.50485  -2.86429  -6.31670  0.4981
H  3.37131  -5.16487  -5.94714  0.5125
F  -2.57450  -2.39867  -8.14515  -0.3244
C  -1.47719  -1.62835  -8.28873  0.3630
C  -1.01152  -1.35398  -9.55926  -0.5198
C  0.11632  -0.55768  -9.70139  -0.3451
C  0.76421  -0.05629  -8.57983  -0.6506
C  0.28196  -0.34800  -7.31079  0.0468
C  -0.85004  -1.13665  -7.16161  -0.4410
H  -1.52688  -1.75987  -10.41961  0.4264
H  0.48930  -0.32820  -10.69066  0.3654
H  1.64429  0.56289  -8.69484  0.4835
H  0.78654  0.04029  -6.43412  0.3653
H  -1.23778  -1.36601  -6.17804  0.0991
F  8.55761  4.89890  10.45091  -0.3185
C  7.58926  4.11482  9.93889  0.3472
C  7.11985  4.37387  8.66652  -0.5942
C  6.12542  3.56161  8.14141  -0.1259
C  5.60976  2.51425  8.89267  -0.4763
C  6.09343  2.27402  10.17140  -0.3963
C  7.09452  3.07549  10.70124  -0.4305
H  7.52997  5.20002  8.10092  0.4269
H  5.75042  3.74681  7.14362  0.3491
H  4.83070  1.88603  8.48080  0.4321
H  5.69026  1.46062  10.75960  0.3725
H  7.49040  2.90087  11.69277  0.4115
F  -8.05003  6.50889  -0.30360  -0.0808
C  -8.68322  7.69573  -0.19377  0.5168
C  -8.01894  8.76328  0.37824  -0.3445
C  -8.67598  9.98078  0.48373  -0.4508
C  -9.98061  10.11281  0.02771  -0.5576
C  -10.63036  9.02557  -0.54042  -0.3744
C  -9.97858  7.80655  -0.65815  -0.5556
H  -7.00487  8.63942  0.73330  0.3808
H  -8.16721  10.82810  0.92329  0.3531
H  -10.49010  11.06317  0.11515  0.3652
H  -11.64804  9.12558  -0.89311  0.3523
H  -10.46420  6.94892  -1.10443  0.4012
F  3.91838  -10.65599  -2.17210  -0.3104
C  2.88018  -11.42083  -2.57461  0.3722
C  2.41618  -11.28904  -3.86774  -0.3554
C  1.35171  -12.07792  -4.27901  -0.3260
C  0.76508  -12.97458  -3.39581  -0.5299
C  1.24622  -13.08695  -2.09841  -0.3145
C  2.31593  -12.30818  -1.68089  -0.4830
H  2.88352  -10.57877  -4.53707  0.4424
H  0.97989  -11.99164  -5.29100  0.3559
H  -0.06703  -13.58547  -3.71948  0.3686
H  0.78795  -13.78239  -1.40822  0.3553
H  2.71132  -12.38509  -0.67674  0.4121

Force components x, y, z for each atom (eV/Å):
-0.451 -0.284 0.002
0.263 -0.712 0.001
-0.314 2.041 0.567
-0.001 0.227 0.288
-1.288 -0.443 -1.084
0.767 0.219 0.725
-0.165 -0.359 -0.524
0.279 0.203 0.551
-0.468 0.458 -0.009
0.505 -0.180 -0.179
-0.442 -0.132 -0.289
-0.090 0.363 -0.345
-0.344 -0.968 1.957
0.233 0.323 -0.333
0.778 -0.366 0.100
-0.591 0.317 -0.666
-0.120 0.111 0.351
-0.237 -0.109 -0.635
0.570 0.431 0.458
-0.312 -0.146 -0.147
0.900 -0.580 -1.291
-0.367 0.870 0.104
-0.069 0.039 0.532
0.434 -0.511 -0.814
0.011 -0.599 0.105
0.585 0.065 0.226
-1.269 0.089 0.426
0.253 0.124 -0.225
0.399 -0.129 -0.024
0.140 -0.740 -0.792
0.119 0.040 0.282
-0.194 0.258 0.219
0.540 0.034 0.469
0.106 -0.045 -0.106
-0.344 -0.029 -0.069
0.261 0.781 -0.795
-0.206 -0.397 0.343
-0.070 -0.275 0.275
-0.001 0.018 -0.043
-0.317 0.162 0.266
0.394 -0.754 -0.025
0.414 -0.140 -0.018
-0.083 0.204 0.026
-0.342 0.700 -0.483
0.257 -0.278 0.521
0.308 0.257 -0.107
0.185 -0.055 0.018
0.223 -0.053 0.015
0.398 0.167 0.144
0.429 -0.114 0.343
-0.192 0.071 -0.164
-0.214 -0.044 -0.023
-0.006 0.172 0.102
-0.007 -0.052 0.030
0.207 -0.142 -0.115
-0.155 -0.068 -0.073
0.167 -0.128 -0.047
-0.109 -0.112 -0.111
0.031 0.012 0.069
-0.081 -0.036 0.079
-0.018 -0.081 0.152
0.226 -0.276 0.095
-0.052 -0.054 -0.014
-0.324 0.105 0.018
-0.046 0.012 -0.031
-0.282 -0.107 0.219
-0.207 0.240 -0.190
0.320 -0.143 0.023
0.213 -0.318 0.071
0.063 -0.152 -0.057
0.110 0.412 0.138
-0.178 0.089 -0.076
-0.268 0.034 -0.412
-0.064 0.147 0.050
0.052 0.086 -0.007
-0.282 0.197 0.040
-0.120 -0.043 -0.091
-0.143 0.105 0.182
0.150 -0.027 0.200
-0.069 -0.223 0.165
0.061 0.183 -0.163
-0.035 -0.099 -0.056
-0.040 -0.063 -0.201
-0.021 -0.014 0.004
0.189 0.109 -0.071
-0.034 -0.108 -0.013
-0.069 0.123 0.151
0.062 0.017 -0.040
0.023 -0.100 -0.073
-0.104 0.079 0.125
-0.037 -0.007 0.036
0.016 -0.011 -0.017
-0.002 -0.001 0.007
-0.019 0.005 0.004
-0.005 -0.034 0.005
-0.029 0.059 0.067
0.029 -0.282 0.003
0.255 0.092 -0.180
-0.190 0.012 0.100
-0.003 0.014 0.018
0.150 0.029 -0.088
-0.158 0.113 0.084
-0.019 0.018 0.009
0.005 0.016 -0.016
-0.008 0.104 0.005
-0.004 0.014 0.015
-0.010 0.013 -0.046
0.016 -0.029 0.012
-0.084 0.244 -0.047
0.146 -0.054 -0.102
-0.099 -0.036 0.115
0.009 0.063 -0.028
0.078 0.012 -0.076
-0.127 -0.110 0.175
-0.015 -0.026 0.009
0.023 -0.010 0.001
-0.018 -0.015 0.006
-0.012 -0.012 -0.003
0.040 -0.017 0.001
-0.028 -0.015 0.001
0.208 0.142 -0.028
-0.081 -0.060 -0.152
0.013 0.004 0.148
0.038 0.005 -0.037
0.022 -0.020 -0.054
-0.043 -0.029 0.130
-0.020 -0.003 0.023
-0.009 -0.022 -0.013
-0.009 0.014 0.010
-0.038 0.029 0.008
-0.031 -0.051 -0.139
0.022 0.019 0.011
-0.172 -0.137 -0.086
0.061 0.137 -0.115
-0.010 -0.071 0.122
-0.055 -0.036 -0.044
0.011 0.074 -0.104
0.052 -0.034 0.161
0.026 -0.007 0.023
0.009 0.026 -0.002
0.000 0.005 0.004
0.018 -0.005 0.011
0.008 0.033 -0.005
-0.324 0.121 -0.111
-0.126 0.201 -0.005
0.170 -0.037 0.053
-0.115 -0.065 -0.056
-0.017 0.055 0.009
0.106 0.044 0.050
-0.088 -0.139 -0.070
0.005 -0.019 -0.024
0.016 -0.013 0.014
-0.001 -0.006 -0.002
0.002 -0.015 -0.017
0.025 -0.014 0.019
0.040 -0.190 0.020
-0.213 -0.151 -0.099
0.090 0.136 -0.126
-0.011 -0.056 0.134
-0.036 -0.023 -0.023
0.008 0.055 -0.120
0.068 -0.004 0.185
0.020 -0.003 0.024
0.008 0.024 -0.004
0.003 0.001 0.005
0.020 -0.005 0.012
0.010 0.027 -0.011

Results
**Total charge**: 0
**Structure (SMILES)**: C#C[C@@](CCCCCCC)(CO[C@](CCCI)(OC#N)P(O)I)N(CCC(F)(F)C(F)(F)C(F)(F)C(F)(F)F)OCCOCC.Fc1ccccc1.Fc1ccccc1.Fc1ccccc1.Fc1ccccc1.Fc1ccccc1.Fc1ccccc1.Fc1ccccc1
**Highest occupied orbital energy**: -8.66 eV
**Spin multiplicity**: 1
**LUMO level**: 0.008 eV
**Gap between HOMO and LUMO**: 8.66 eV
**Energy**: -5655.05855 Ha